Computed, not measured: a 4-piece molecular cluster, C33H72I3N3O13PS5 overall, with ωB97M-V with the def2-TZVPD basis set.

Properties
**Energy**: -154236.1249 eV
**Largest force on an atom**: 2.51 eV/A
**Orbital gap**: 7.35 eV
**Highest occupied orbital energy**: -10.03 eV

```
! RIJCOSX wB97M-V def2-TZVPD def2/J DEFGRID3
* xyz 1 1
C 8.309 0.407 -0.149
C 7.126 0.918 0.662
N 5.784 0.391 0.296
C 5.233 -0.536 1.301
C 6.164 -1.640 1.835
C 5.668 -0.042 -1.020
S 5.699 -1.562 -1.573
S 5.480 1.318 -2.209
C 3.671 1.419 -2.356
C 2.940 0.999 -1.092
C 1.422 1.098 -1.249
C 0.635 0.309 -0.207
C 0.637 0.749 1.280
N 1.801 1.390 1.843
C -0.722 1.418 1.616
C -0.800 2.877 1.991
I 0.249 4.143 0.590
C -0.341 3.207 3.464
C -0.105 2.014 4.406
I 1.399 4.489 3.568
N -1.742 0.887 0.567
C -2.590 1.955 -0.119
C -3.826 2.464 0.635
C -5.142 1.777 0.269
I -6.789 3.121 0.331
P -2.671 -0.365 1.375
O -3.383 0.122 2.550
O -1.630 -1.497 1.743
O -3.608 -0.974 0.278
C -0.865 0.353 -0.602
C -1.248 -0.995 -1.237
C -2.390 -0.956 -2.266
C -3.149 -2.289 -2.440
C -2.296 -3.558 -2.298
C -2.333 -4.233 -0.922
O -3.567 -4.013 -0.258
C -3.511 -4.240 1.133
H 8.337 0.869 -1.134
H 8.350 -0.674 -0.240
H 9.221 0.724 0.356
H 7.310 0.777 1.722
H 7.090 1.999 0.510
H 4.901 0.084 2.136
H 4.352 -1.013 0.880
H 6.601 -1.381 2.796
H 6.957 -1.854 1.127
H 5.593 -2.559 1.942
H 3.480 2.480 -2.511
H 3.320 0.866 -3.225
H 3.230 -0.002 -0.781
H 3.232 1.722 -0.329
H 1.116 2.137 -1.345
H 1.187 0.627 -2.213
H 1.060 -0.692 -0.170
H 0.547 -0.216 1.794
H 2.010 1.026 2.764
H 2.628 1.193 1.298
H -1.009 0.865 2.507
H -1.806 3.266 1.904
H -1.109 3.832 3.901
H 0.679 2.247 5.117
H 0.180 1.082 3.932
H -1.002 1.834 4.999
H -1.948 2.801 -0.338
H -2.921 1.576 -1.080
H -3.688 2.482 1.714
H -3.925 3.512 0.348
H -5.363 0.943 0.924
H -5.090 1.370 -0.738
H -1.232 -1.271 2.596
H -4.032 -1.760 0.660
H -0.869 1.042 -1.441
H -1.442 -1.782 -0.514
H -0.357 -1.316 -1.771
H -3.133 -0.187 -2.065
H -1.943 -0.713 -3.232
H -3.542 -2.285 -3.456
H -4.018 -2.263 -1.790
H -1.272 -3.316 -2.575
H -2.660 -4.287 -3.019
H -2.200 -5.309 -1.068
H -1.500 -3.903 -0.293
H -4.216 -3.571 1.639
H -3.847 -5.251 1.365
H -2.521 -4.055 1.551
O 1.538 -0.977 4.895
S 2.107 -2.157 5.492
O 3.297 -2.720 4.943
O 0.971 -3.275 5.541
C 0.294 -3.515 4.298
C 1.085 -4.399 3.353
C 2.294 -1.931 7.222
H 0.056 -2.553 3.838
H -0.647 -3.997 4.555
H 1.991 -3.901 3.008
H 0.479 -4.650 2.481
H 1.386 -5.318 3.852
H 1.360 -1.556 7.631
H 3.092 -1.205 7.366
H 2.565 -2.884 7.668
O 4.569 8.774 -1.451
S 3.261 9.290 -1.713
O 2.765 10.405 -0.974
O 2.216 8.088 -1.599
C 2.262 7.297 -0.398
C 1.564 7.972 0.767
C 3.069 9.595 -3.433
H 3.297 7.052 -0.153
H 1.754 6.366 -0.645
H 2.108 8.857 1.092
H 1.494 7.283 1.611
H 0.561 8.287 0.482
H 3.391 8.716 -3.984
H 3.698 10.449 -3.677
H 2.026 9.825 -3.633
O -4.261 -5.951 -5.223
S -5.621 -6.086 -4.792
O -6.252 -7.365 -4.749
O -6.524 -5.086 -5.631
C -6.427 -5.144 -7.074
C -7.219 -6.296 -7.657
C -5.817 -5.301 -3.230
H -5.378 -5.189 -7.370
H -6.826 -4.194 -7.424
H -6.779 -7.255 -7.390
H -7.238 -6.219 -8.744
H -8.242 -6.286 -7.283
H -5.390 -4.303 -3.283
H -5.288 -5.898 -2.490
H -6.876 -5.261 -2.987
*
```